[1]
{"formula": "H35O18", "method": "wB97M-V/def2-TZVPD", "species": ["O", "H", "H", "O", "H", "O", "H", "H", "O", "H", "H", "O", "H", "H", "O", "H", "H", "O", "H", "H", "O", "H", "H", "O", "H", "H", "O", "H", "H", "O", "H", "H", "O", "H", "H", "O", "H", "H", "O", "H", "H", "O", "H", "H", "O", "H", "H", "O", "H", "H", "O", "H", "H"], "positions_angstrom": [[-5.9253, -1.0693, 2.3906], [-1.8201, -1.3243, 2.8685], [-1.9753, 0.1162, -0.2885], [1.6409, -0.0317, 5.2539], [4.8466, 1.7433, 1.1606], [5.2863, -0.2907, -1.8127], [1.0531, -1.4388, 0.1795], [5.7826, -0.6521, -1.1360], [2.2723, 5.5035, -1.7544], [1.2975, -1.2505, 3.0774], [1.9405, 5.4475, -0.8657], [-4.2035, -3.2450, 1.3894], [-3.4652, -3.5665, 0.8298], [-5.2572, -0.5038, 1.9850], [0.0683, 2.9588, 1.1258], [-1.8816, -1.0264, 1.3813], [-0.0368, 2.1063, 0.7181], [-1.4982, -1.6749, 2.0578], [3.4277, 2.6359, -1.9374], [4.4195, -0.6054, -1.8489], [-2.8494, -0.2116, 0.3352], [2.3982, -1.4757, -2.0523], [2.4026, 1.6545, -1.4458], [-2.7859, -2.5093, -1.0760], [-3.7474, -2.7080, -0.8987], [-2.6109, -1.9204, -0.2754], [-0.1419, -1.3162, -4.2335], [0.6508, -0.9745, -3.6462], [1.7458, 0.8205, 5.6356], [2.5930, 2.6499, -1.3745], [0.1735, 0.7919, -1.8167], [-3.1659, 0.6728, 0.5528], [1.1778, -0.6334, -0.3152], [0.4914, 0.0426, -0.1401], [2.4476, 4.5097, -1.9404], [4.5673, 1.0048, 1.8011], [2.3542, -0.5086, 5.8602], [0.7039, 3.3049, 0.5112], [-1.0353, 0.9683, -0.7455], [-4.1549, -2.3438, 1.1468], [-5.5251, -1.9971, 2.4416], [2.1260, -1.6674, 2.8697], [-0.6087, -1.7530, -3.5094], [2.4500, -2.0614, 3.6435], [-4.3870, -0.8860, -2.1623], [-1.1431, 1.9075, -0.8325], [-3.4509, -0.6678, -1.9785], [0.4723, 1.1568, -2.7369], [3.6738, 1.0982, 2.0513], [-0.1523, 0.8911, -3.3744], [2.5691, -0.7516, -2.7587], [1.9183, -0.0564, -2.6897], [-5.1294, -0.8631, -1.6204]], "atomic_forces_ev_per_a": [[0.60, -1.69, 0.16], [-0.38, 0.30, 1.14], [-0.61, 1.07, 0.58], [2.49, -2.56, 2.08], [-1.23, -1.72, 1.56], [1.26, 2.38, -2.32], [-0.47, 0.03, 0.64], [1.01, -1.27, 2.19], [0.73, -2.34, -0.97], [-0.52, 0.23, 0.30], [-0.27, 0.15, 0.64], [0.45, -1.66, -0.43], [-0.33, -0.32, 0.73], [0.06, -0.23, 0.06], [0.03, 0.43, 0.41], [0.32, -0.65, 1.00], [-0.71, -1.24, -0.07], [0.31, 0.29, -1.68], [-1.29, 0.28, 1.08], [-2.27, -0.90, 0.04], [0.24, 0.12, -0.36], [-0.13, 2.41, -1.67], [-0.17, 2.03, 0.30], [-0.56, -0.25, 2.39], [1.41, 0.34, -0.99], [-0.08, -0.89, -1.67], [2.20, 0.85, 2.27], [-1.78, -0.89, -2.16], [-0.29, 1.62, 0.17], [1.75, -2.35, -1.23], [-0.76, 0.98, -1.84], [-0.02, -0.17, 0.13], [0.59, 0.55, -0.51], [-0.32, -0.74, 0.21], [-0.64, 2.30, 0.35], [2.88, 1.21, -1.66], [-2.26, 1.01, -2.13], [0.71, 0.79, -0.33], [0.91, -1.24, 0.57], [-0.04, 1.90, -0.15], [-0.73, 1.96, -0.13], [0.03, 0.37, -2.19], [-0.53, -0.21, -0.29], [0.48, -0.68, 1.65], [1.48, -0.08, -3.87], [-0.51, 0.49, -0.17], [-1.67, -0.14, 1.19], [2.17, -0.08, 2.05], [-1.67, 0.42, 0.06], [-1.36, -0.66, -0.98], [1.06, -2.84, 1.07], [-0.87, 0.61, 0.51], [-0.69, 0.72, 2.23]], "multiplicity": 1, "de_lowest_kcal_mol": 45.3, "charge": -1, "lumo_ha": 0.074}

[2]
{"formula": "H36N6O18S3Zn", "method": "wB97M-V/def2-TZVPD", "species": ["Zn", "N", "H", "H", "H", "H", "N", "H", "H", "H", "H", "N", "H", "H", "H", "H", "N", "H", "H", "H", "H", "N", "H", "H", "H", "H", "N", "H", "H", "H", "H", "S", "O", "O", "O", "O", "S", "O", "O", "O", "O", "S", "O", "O", "O", "O", "O", "H", "H", "O", "H", "H", "O", "H", "H", "O", "H", "H", "O", "H", "H", "O", "H", "H"], "positions_angstrom": [[-21.3325, 5.5602, -14.1971], [-20.3834, 9.4342, -16.7651], [-19.4887, 9.8558, -16.9701], [-20.6329, 8.5576, -17.2002], [-21.0589, 10.0797, -17.1487], [-20.5778, 9.3273, -15.7798], [-20.8480, 7.8449, -20.1536], [-20.6647, 8.8375, -20.1902], [-21.0770, 7.7184, -19.1781], [-20.0488, 7.2493, -20.3165], [-21.6404, 7.4783, -20.6614], [-24.2927, 7.5898, -15.2622], [-23.8554, 7.1432, -16.0556], [-24.6509, 6.9154, -14.6012], [-25.1380, 8.0153, -15.6152], [-23.7398, 8.3082, -14.8168], [-22.7340, 4.1676, -20.4522], [-22.1029, 4.2806, -21.2327], [-22.8192, 3.1749, -20.2865], [-23.5838, 4.6749, -20.6534], [-22.2544, 4.5462, -19.6480], [-25.4696, 6.2058, -18.4386], [-24.5510, 6.5745, -18.2381], [-25.6361, 6.1095, -19.4302], [-26.1951, 6.6586, -17.9013], [-25.4563, 5.2783, -18.0391], [-23.2600, 2.8315, -17.1496], [-22.9719, 2.3371, -16.3173], [-22.6993, 3.6348, -17.3955], [-24.2552, 2.9966, -17.1979], [-23.1113, 2.2790, -17.9820], [-24.4005, 4.9961, -13.1069], [-25.3748, 5.5883, -14.0299], [-23.0717, 5.4297, -13.5467], [-24.6725, 5.4663, -11.7535], [-24.4367, 3.5400, -13.1458], [-21.5799, 8.8862, -13.4739], [-20.3647, 9.5179, -13.8415], [-21.4423, 7.4646, -13.8096], [-21.9429, 8.9075, -12.0224], [-22.6400, 9.4485, -14.3261], [-21.9783, 6.1884, -17.3859], [-20.9052, 7.0584, -17.7255], [-21.9926, 5.8534, -15.9804], [-23.2746, 6.8291, -17.7234], [-21.8140, 4.9612, -18.1583], [-21.0830, 3.5241, -14.3921], [-20.4189, 2.9746, -13.9757], [-21.7743, 2.9132, -14.6473], [-19.5451, 4.1372, -17.3929], [-20.3787, 4.4292, -17.7617], [-19.4528, 3.2334, -17.6943], [-18.3128, 8.3254, -18.8407], [-17.4758, 8.1842, -19.2829], [-18.3018, 7.7134, -18.1048], [-19.3894, 5.6475, -14.9383], [-18.6270, 6.1862, -14.7266], [-19.1781, 5.2547, -15.7852], [-22.8437, 9.7838, -18.2659], [-23.5114, 9.2500, -18.6965], [-23.3322, 10.5048, -17.8688], [-19.3431, 5.6843, -20.3469], [-19.6075, 4.9519, -20.9035], [-19.6976, 5.4702, -19.4839]], "atomic_forces_ev_per_a": [[1.36, 1.98, 1.74], [-0.69, 1.23, -0.85], [0.65, -0.47, 0.20], [0.79, -0.21, -0.12], [-0.48, 0.42, 0.24], [0.25, 0.45, 2.17], [-0.86, 0.67, -0.02], [0.05, 0.48, -1.00], [0.05, -0.36, 1.00], [1.04, -0.17, -0.47], [-0.08, 0.78, -0.71], [-1.86, -0.17, -1.42], [0.39, 0.15, 0.53], [-0.08, -0.98, 0.75], [-0.29, 0.62, 0.03], [2.01, 1.90, 1.02], [0.39, -0.43, -1.25], [0.18, -0.06, -0.80], [-0.65, -0.48, -0.45], [-0.48, -0.29, -0.15], [0.51, 1.05, 1.65], [-2.19, -1.66, -0.24], [1.71, 0.87, 0.43], [-0.79, 0.46, -0.24], [-0.71, 0.70, -0.31], [-0.14, -0.48, 0.12], [-0.52, -0.86, -1.32], [-0.08, -0.25, 0.38], [0.67, 1.66, 0.67], [-0.51, 0.29, 0.92], [0.27, -1.33, 0.10], [0.36, -0.73, -2.44], [-0.31, -0.35, 0.28], [-0.87, -0.17, 0.51], [-0.42, -0.15, 1.58], [-0.36, -0.09, 0.61], [-2.22, 0.73, 6.15], [3.01, 1.47, -1.37], [0.48, -3.72, -1.84], [0.71, 0.48, -3.00], [-1.78, -0.14, -1.66], [-1.47, 1.87, 3.66], [1.59, 0.41, -0.64], [-0.91, -0.53, -2.27], [1.18, -0.20, -0.82], [-1.04, -2.66, -2.35], [0.03, -0.51, -0.57], [0.56, -0.10, 0.40], [-0.36, 0.05, 0.65], [0.65, -0.10, 0.04], [-0.08, -0.05, 0.11], [0.58, -0.37, 0.12], [-0.73, 0.01, -0.09], [0.46, 0.14, -0.20], [0.19, -0.19, 0.30], [0.28, -0.08, -0.04], [0.09, 0.49, 0.67], [-0.03, -0.64, -0.44], [0.33, -0.41, -0.26], [-0.17, 0.03, -0.03], [-0.17, 0.53, 0.24], [-0.40, 0.02, -0.20], [0.50, -0.30, -0.46], [0.40, -0.27, 0.78]], "multiplicity": 2, "charge": 3, "lumo_ha": [-0.409, -0.409]}

[3]
{"formula": "H36O18", "method": "wB97M-V/def2-TZVPD", "species": ["O", "H", "H", "O", "H", "H", "O", "H", "H", "O", "H", "H", "O", "H", "H", "O", "H", "H", "O", "H", "H", "O", "H", "H", "O", "H", "H", "O", "H", "H", "O", "H", "H", "O", "H", "H", "O", "H", "H", "O", "H", "H", "O", "H", "H", "O", "H", "H", "O", "H", "H", "O", "H", "H"], "positions_angstrom": [[4.0633, 2.3604, -2.0959], [3.6509, 3.2758, -2.3563], [4.8469, 2.0861, -2.5584], [2.3238, -0.4037, 1.5486], [1.8824, 0.4105, 1.2862], [2.3644, -0.5317, 2.5212], [-0.8062, 3.1428, 4.6301], [-0.5922, 2.2502, 4.9166], [-0.0940, 3.7591, 4.7561], [-1.0152, 3.4526, -0.1070], [-1.0475, 4.4044, -0.2234], [-0.3520, 3.0235, -0.6518], [-0.3069, 0.4802, -3.7960], [0.0294, 0.5174, -2.8909], [-1.2708, 0.4609, -3.6550], [-3.5273, -1.2307, 1.4910], [-4.2140, -1.8945, 1.4869], [-3.6782, -0.7462, 0.6379], [0.2077, -2.4824, -3.7833], [0.9223, -3.1804, -3.8005], [0.1967, -2.2608, -2.8616], [2.0572, 3.1846, -3.2850], [1.3687, 3.5509, -3.8791], [1.9678, 2.2363, -3.5287], [2.2531, -0.4346, 4.7413], [2.6277, 0.1417, 5.4654], [2.5061, -1.3054, 5.0618], [-0.1299, -2.1367, 1.4413], [-0.5538, -2.5210, 2.1992], [-0.3246, -1.2162, 1.3413], [1.3319, 1.1996, -1.6316], [1.1879, 0.3632, -1.1724], [2.2206, 1.4971, -1.4193], [3.4495, 2.1488, 4.9560], [2.7603, 2.2627, 4.3014], [4.2209, 1.7025, 4.5783], [-2.1668, -3.9509, -4.0267], [-2.2439, -3.5269, -4.8705], [-1.2475, -4.1122, -3.7481], [-4.2725, -1.1910, -3.3486], [-3.5747, -0.7240, -2.8680], [-3.8839, -1.9232, -3.9395], [-2.5607, -1.0504, 3.9745], [-2.5300, -1.5133, 3.1561], [-3.0646, -0.2423, 4.0433], [-2.9896, 0.6335, -0.1128], [-2.5096, 0.7764, 0.7627], [-2.0695, 0.6393, -0.5498], [-0.9967, -1.5176, -0.9539], [-0.1216, -1.9725, -0.7678], [-1.6328, -1.9083, -0.3274], [1.6022, -2.1198, -0.4622], [1.3033, -2.0900, 0.5348], [2.4321, -1.7742, -0.1602]], "atomic_forces_ev_per_a": [[-1.44, 1.82, 0.81], [1.59, -2.76, 0.05], [0.30, 0.56, -0.51], [0.71, -0.90, 0.14], [-0.19, 0.36, 0.64], [-0.38, 0.77, -0.52], [-1.26, -0.06, -0.26], [0.56, 0.21, 0.01], [0.70, -0.19, 0.23], [-0.69, -0.39, 0.57], [0.45, -0.14, -0.36], [0.37, 0.40, -0.27], [-0.92, 0.18, 0.13], [0.32, 0.16, -0.14], [0.54, -0.05, -0.29], [-0.49, -0.12, -0.96], [-0.30, -0.42, 0.24], [0.55, -0.16, 0.66], [1.62, -1.93, -0.84], [-0.98, 1.20, -0.13], [-0.33, 0.60, 0.96], [-1.37, -0.07, -1.77], [0.51, 0.13, 0.66], [0.29, 0.50, 0.70], [0.67, 0.57, 1.24], [-0.56, -0.27, -1.26], [-0.15, -0.44, -0.17], [0.50, -1.46, -0.15], [-0.28, 0.23, 0.72], [-0.50, 1.14, 0.45], [-0.69, -0.21, 0.14], [0.25, -0.18, 0.27], [0.47, 0.02, 0.04], [0.54, 0.16, 1.08], [0.04, -0.25, -0.65], [-0.55, 0.15, -0.41], [-0.71, -1.12, 1.15], [0.87, 0.26, -0.49], [-0.54, 0.89, -0.78], [0.27, -1.33, -1.38], [0.14, -0.61, -0.30], [-0.37, 1.87, 1.87], [1.07, -0.38, 2.74], [-0.77, 0.61, -1.28], [-0.21, -0.12, -1.08], [3.72, 0.80, 0.58], [-1.60, 0.08, -0.60], [-2.00, -0.32, -0.35], [0.57, -0.52, -0.14], [-1.33, 0.81, -0.16], [0.43, 0.14, -0.34], [-0.56, -0.35, 2.42], [-0.42, -0.57, -2.15], [1.54, 0.69, -0.77]], "multiplicity": 2, "de_lowest_kcal_mol": 36.6, "charge": -1, "lumo_ha": [0.093, 0.086]}